{"formula": "C4H14NO3", "method": "ωB97M-V/def2-TZVPD", "symbols": ["O", "C", "C", "N", "C", "C", "H", "H", "H", "H", "H", "H", "H", "H", "H", "H", "H", "H", "O", "H", "H", "O"], "xyz": [[-2.696, -0.116, 2.007], [-2.148, -1.034, 1.463], [-1.152, -0.732, 0.343], [-1.013, 0.776, 0.298], [0.077, 1.270, 1.211], [1.511, 0.796, 0.959], [-2.435, -2.081, 1.626], [-1.402, -1.179, -0.620], [-0.133, -1.022, 0.554], [-0.700, 1.093, -0.656], [-1.907, 1.120, 0.667], [0.012, 2.356, 1.182], [-0.148, 1.020, 2.255], [1.524, -0.289, 0.798], [1.846, 1.149, -0.015], [2.220, 1.111, 1.715], [1.762, -2.427, -2.495], [2.622, -1.262, -2.064], [1.696, -1.517, -2.174], [0.776, -0.215, -2.172], [-0.485, 0.602, -2.789], [0.171, 0.581, -2.093]], "total_charge": 1, "lumo_energy_ev": -3.04, "de_lowest_kcal_mol": 17.6}

***

{"formula": "C44H51BrI2N6O4S2SbSn", "method": "ωB97M-V/def2-TZVPD", "symbols": ["Sn", "N", "C", "C", "C", "N", "C", "C", "N", "C", "H", "H", "H", "H", "H", "H", "H", "H", "H", "H", "H", "H", "H", "H", "H", "H", "I", "C", "I", "H", "H", "C", "C", "C", "C", "C", "C", "C", "Sb", "C", "C", "C", "C", "C", "C", "C", "C", "C", "C", "C", "C", "C", "C", "H", "H", "H", "H", "H", "H", "H", "H", "H", "H", "H", "H", "H", "H", "H", "H", "H", "H", "H", "H", "H", "Br", "C", "C", "C", "C", "C", "C", "C", "O", "O", "H", "H", "H", "H", "N", "C", "C", "C", "C", "C", "C", "S", "O", "O", "N", "C", "S", "C", "C", "N", "H", "H", "H", "H", "H", "H", "H", "H"], "xyz": [[-0.830, -1.229, 0.540], [-0.294, -1.074, -3.182], [0.698, -1.762, -4.084], [1.391, -2.908, -3.346], [2.291, -2.458, -2.190], [1.466, -2.071, -1.016], [3.228, -1.334, -2.634], [2.539, -0.174, -3.356], [1.640, 0.572, -2.436], [1.721, -0.715, -4.540], [-0.826, -1.705, -2.575], [-0.972, -0.540, -3.722], [0.304, -0.395, -2.591], [0.171, -2.167, -4.947], [2.004, -3.449, -4.068], [0.639, -3.612, -2.974], [2.916, -3.313, -1.919], [2.092, -1.953, -0.223], [0.907, -2.891, -0.801], [3.967, -1.756, -3.317], [3.781, -0.951, -1.769], [3.315, 0.487, -3.747], [1.496, 1.519, -2.777], [2.048, 0.646, -1.509], [2.403, -1.178, -5.253], [1.217, 0.107, -5.057], [-2.850, -1.782, 2.727], [-2.611, -0.742, 4.617], [-2.744, 1.366, 4.501], [-1.637, -1.003, 5.010], [-3.410, -1.094, 5.256], [-3.362, 1.482, 0.879], [-3.170, 2.947, 1.134], [-4.279, 3.795, 1.133], [-4.155, 5.156, 1.362], [-2.907, 5.720, 1.600], [-1.786, 4.908, 1.612], [-1.944, 3.539, 1.393], [0.035, 2.718, 1.246], [1.275, 3.462, 2.774], [0.577, 3.944, 3.885], [1.262, 4.588, 4.897], [2.638, 4.752, 4.793], [3.323, 4.239, 3.702], [2.666, 3.572, 2.668], [3.499, 3.003, 1.546], [0.558, 3.590, -0.615], [1.461, 4.650, -0.561], [1.681, 5.421, -1.693], [0.999, 5.131, -2.865], [0.090, 4.079, -2.902], [-0.160, 3.301, -1.778], [-1.225, 2.234, -1.810], [-3.980, 1.048, 1.664], [-2.402, 0.966, 0.855], [-3.884, 1.318, -0.066], [-5.256, 3.368, 0.941], [-5.035, 5.786, 1.348], [-2.802, 6.782, 1.777], [-0.810, 5.347, 1.799], [-0.496, 3.815, 3.961], [0.726, 4.965, 5.758], [3.181, 5.283, 5.564], [4.398, 4.355, 3.639], [4.104, 2.180, 1.931], [4.185, 3.756, 1.159], [2.892, 2.625, 0.727], [1.976, 4.895, 0.360], [2.371, 6.253, -1.650], [1.159, 5.736, -3.747], [-0.455, 3.880, -3.818], [-1.456, 1.953, -2.838], [-2.149, 2.635, -1.384], [-0.933, 1.347, -1.241], [5.783, -1.963, 5.023], [4.312, -1.340, 4.054], [3.108, -1.094, 4.710], [2.041, -0.582, 4.000], [2.173, -0.307, 2.633], [3.388, -0.568, 1.985], [4.450, -1.091, 2.689], [1.094, 0.384, 1.942], [-0.020, 0.629, 2.500], [1.238, 0.853, 0.744], [3.024, -1.291, 5.770], [1.110, -0.338, 4.496], [3.488, -0.319, 0.935], [5.393, -1.295, 2.201], [-3.959, -7.231, -4.820], [-3.732, -6.252, -3.921], [-3.254, -4.990, -4.336], [-2.990, -4.006, -3.417], [-3.212, -4.249, -2.058], [-3.687, -5.493, -1.627], [-3.945, -6.477, -2.545], [-2.614, -3.141, -0.888], [-3.372, -3.155, 0.345], [-2.472, -1.795, -1.487], [-1.057, -3.468, -0.529], [-0.796, -4.071, 0.695], [-1.312, -5.612, 1.230], [-0.530, -5.331, 2.740], [0.049, -4.116, 2.752], [-0.097, -3.386, 1.582], [-3.885, -7.055, -5.806], [-4.361, -8.106, -4.534], [-3.091, -4.803, -5.390], [-2.641, -3.031, -3.731], [-3.858, -5.659, -0.570], [-4.311, -7.440, -2.211], [-0.534, -6.082, 3.514], [0.610, -3.690, 3.570]], "total_charge": 3, "lumo_energy_ev": -8.45, "de_lowest_kcal_mol": 55.8}

***

{"formula": "C25H35Cl3CoN5OSSi", "method": "ωB97M-V/def2-TZVPD", "symbols": ["Co", "N", "C", "C", "N", "C", "C", "N", "H", "H", "H", "H", "H", "H", "H", "H", "H", "H", "H", "H", "H", "C", "Si", "C", "C", "C", "C", "H", "H", "H", "H", "H", "H", "H", "H", "H", "Cl", "C", "C", "C", "C", "C", "C", "N", "C", "C", "N", "C", "O", "C", "C", "C", "Cl", "S", "C", "C", "C", "Cl", "C", "H", "H", "H", "H", "H", "H", "H", "H", "H", "H", "H", "H", "H"], "xyz": [[-1.636, 1.471, 1.783], [-1.900, 3.487, 2.017], [-2.744, 4.068, 0.950], [-2.592, 3.257, -0.329], [-2.709, 1.815, -0.075], [-4.066, 1.277, 0.066], [-4.571, 1.385, 1.501], [-3.519, 0.942, 2.446], [-2.209, 3.813, 2.927], [-0.939, 3.800, 1.905], [-2.478, 5.108, 0.752], [-3.778, 4.069, 1.290], [-1.593, 3.421, -0.736], [-3.320, 3.599, -1.072], [-2.224, 1.325, -0.818], [-4.029, 0.222, -0.215], [-4.777, 1.762, -0.611], [-5.485, 0.798, 1.611], [-4.826, 2.413, 1.747], [-3.488, -0.073, 2.482], [-3.759, 1.241, 3.386], [3.238, 4.418, 0.533], [3.016, 2.565, 0.468], [3.440, 1.935, -1.243], [4.096, 1.719, 1.736], [1.263, 2.162, 0.858], [0.122, 1.890, 1.199], [4.270, 4.696, 0.309], [2.995, 4.806, 1.524], [2.592, 4.916, -0.193], [4.473, 2.191, -1.491], [2.799, 2.378, -2.008], [3.346, 0.849, -1.308], [5.154, 1.903, 1.537], [3.932, 0.639, 1.726], [3.874, 2.082, 2.741], [-2.123, 2.024, -3.876], [-1.345, 0.631, -3.195], [-0.263, 0.795, -2.347], [0.323, -0.333, -1.795], [-0.140, -1.616, -2.068], [0.507, -2.777, -1.346], [-0.410, -3.354, -0.252], [-0.575, -2.359, 0.798], [0.275, -2.171, 1.863], [-0.077, -0.987, 2.428], [-1.123, -0.441, 1.715], [-1.388, -1.292, 0.744], [0.904, -3.807, -2.225], [2.302, -4.100, -2.141], [2.683, -4.585, -0.773], [3.345, -3.860, 0.172], [3.958, -2.260, 0.016], [3.527, -4.697, 1.660], [2.698, -6.059, 1.029], [2.313, -5.867, -0.258], [-1.233, -1.740, -2.926], [-1.918, -3.290, -3.294], [-1.838, -0.630, -3.494], [0.114, 1.781, -2.109], [1.150, -0.203, -1.106], [1.380, -2.367, -0.832], [0.056, -4.239, 0.178], [-1.383, -3.635, -0.650], [1.040, -2.888, 2.109], [0.365, -0.477, 3.266], [-2.129, -1.163, -0.028], [2.887, -3.217, -2.412], [2.478, -4.873, -2.886], [2.561, -6.937, 1.640], [1.787, -6.607, -0.844], [-2.682, -0.750, -4.158]], "multiplicity": 2, "total_charge": 1, "lumo_energy_ev": [-2.25, -2.33], "de_lowest_kcal_mol": 0.0}

***

{"formula": "C4H11N2O", "method": "ωB97M-V/def2-TZVPD", "symbols": ["C", "C", "C", "N", "N", "C", "O", "H", "H", "H", "H", "H", "H", "H", "H", "H", "H", "H"], "xyz": [[0.462, 1.116, -0.290], [-0.834, 0.585, 0.277], [-1.740, -0.021, -0.761], [-1.264, -1.351, -1.147], [1.616, 0.949, 0.629], [1.685, -0.491, 1.095], [1.577, -1.398, 0.138], [0.391, 2.106, -0.752], [0.779, 0.438, -1.108], [-0.595, -0.177, 1.024], [-1.278, 1.364, 0.926], [-1.862, 0.566, -1.682], [-2.783, -0.070, -0.419], [-1.878, -2.094, -0.856], [-0.326, -1.542, -0.773], [2.484, 1.066, 0.124], [0.920, -0.559, 1.911], [2.643, -0.486, 1.665]], "total_charge": -1, "lumo_energy_ev": 4.18, "de_lowest_kcal_mol": 23.5, "smiles": "NCCCNC[O-]"}

***

{"formula": "C46H124N4O14", "method": "ωB97M-V/def2-TZVPD", "symbols": ["C", "C", "C", "O", "C", "N", "H", "H", "H", "H", "H", "H", "H", "H", "H", "H", "H", "C", "C", "C", "O", "C", "N", "H", "H", "H", "H", "H", "H", "H", "H", "H", "H", "H", "C", "C", "C", "O", "C", "N", "H", "H", "H", "H", "H", "H", "H", "H", "H", "H", "H", "C", "C", "C", "O", "C", "N", "H", "H", "H", "H", "H", "H", "H", "H", "H", "H", "H", "C", "C", "C", "O", "H", "H", "H", "H", "H", "H", "H", "H", "C", "C", "C", "O", "H", "H", "H", "H", "H", "H", "H", "H", "C", "C", "C", "O", "H", "H", "H", "H", "H", "H", "H", "H", "C", "C", "C", "O", "H", "H", "H", "H", "H", "H", "H", "H", "C", "C", "C", "O", "H", "H", "H", "H", "H", "H", "H", "H", "C", "C", "C", "O", "H", "H", "H", "H", "H", "H", "H", "H", "C", "C", "C", "O", "H", "H", "H", "H", "H", "H", "H", "H", "C", "C", "C", "O", "H", "H", "H", "H", "H", "H", "H", "H", "C", "C", "C", "O", "H", "H", "H", "H", "H", "H", "H", "H", "C", "C", "C", "O", "H", "H", "H", "H", "H", "H", "H", "H"], "xyz": [[-6.672, 31.256, -5.360], [-5.977, 30.070, -4.778], [-5.443, 30.171, -3.243], [-4.777, 28.933, -2.893], [-4.091, 29.112, -1.627], [-6.927, 28.965, -4.961], [-7.036, 31.051, -6.367], [-6.072, 32.166, -5.399], [-7.575, 31.510, -4.805], [-5.165, 29.861, -5.474], [-6.270, 30.334, -2.553], [-4.850, 31.084, -3.193], [-3.396, 29.950, -1.677], [-3.397, 28.274, -1.565], [-4.839, 29.166, -0.836], [-7.754, 29.336, -4.515], [-6.743, 28.219, -4.305], [-2.005, 32.994, -0.626], [-0.946, 32.882, 0.583], [-0.421, 31.463, 0.795], [-1.537, 30.584, 1.061], [-1.179, 29.205, 1.231], [0.077, 33.821, 0.442], [-2.448, 33.987, -0.706], [-2.678, 32.158, -0.432], [-1.593, 32.915, -1.632], [-1.658, 33.063, 1.389], [0.338, 31.506, 1.576], [0.164, 31.023, -0.013], [-0.547, 29.026, 2.101], [-0.535, 28.989, 0.379], [-2.085, 28.602, 1.189], [-0.325, 34.742, 0.337], [0.590, 33.625, -0.405], [-2.238, 37.835, 1.429], [-2.882, 38.504, 0.306], [-2.135, 38.243, -0.988], [-0.739, 38.579, -1.188], [-0.319, 39.914, -1.314], [-4.212, 38.027, 0.223], [-1.643, 36.978, 1.115], [-2.906, 37.515, 2.228], [-1.634, 38.645, 1.839], [-2.833, 39.593, 0.285], [-2.704, 38.706, -1.795], [-2.393, 37.218, -1.252], [0.764, 39.834, -1.408], [-0.599, 40.582, -0.500], [-0.793, 40.358, -2.190], [-4.077, 37.217, 0.811], [-4.315, 37.590, -0.682], [3.168, 30.106, -0.083], [3.693, 29.202, -1.309], [3.694, 27.676, -0.909], [4.359, 26.742, -1.840], [5.767, 26.901, -2.002], [2.839, 29.387, -2.469], [2.355, 29.683, 0.508], [2.789, 31.062, -0.445], [3.901, 30.402, 0.667], [4.637, 29.606, -1.675], [2.703, 27.249, -0.751], [4.305, 27.509, -0.022], [6.311, 26.923, -1.058], [6.004, 27.823, -2.532], [6.134, 26.061, -2.593], [3.283, 28.772, -3.135], [2.129, 28.803, -2.051], [-5.570, 28.243, 1.839], [-4.783, 27.499, 2.951], [-3.763, 28.485, 3.731], [-5.733, 26.818, 3.796], [-5.024, 29.076, 1.398], [-6.578, 28.537, 2.130], [-5.861, 27.550, 1.050], [-4.170, 26.731, 2.479], [-2.731, 28.231, 3.493], [-4.004, 28.343, 4.784], [-4.008, 29.493, 3.396], [-6.105, 26.063, 3.334], [-6.235, 35.908, -3.448], [-5.743, 35.288, -2.085], [-5.405, 33.759, -2.246], [-4.597, 35.872, -1.628], [-5.392, 35.663, -4.094], [-6.601, 36.935, -3.471], [-7.065, 35.278, -3.767], [-6.478, 35.319, -1.281], [-4.750, 33.493, -1.416], [-4.775, 33.404, -3.062], [-6.325, 33.182, -2.335], [-3.922, 35.934, -2.308], [2.076, 25.832, 2.890], [1.001, 26.009, 3.968], [0.516, 24.676, 4.666], [1.487, 26.738, 5.004], [1.992, 24.927, 2.289], [3.082, 25.791, 3.306], [2.098, 26.723, 2.263], [0.139, 26.538, 3.562], [0.170, 23.873, 4.016], [-0.303, 24.681, 5.385], [1.327, 24.117, 5.133], [1.640, 27.639, 4.710], [0.738, 29.803, 6.421], [0.269, 30.005, 4.957], [0.082, 31.530, 4.555], [1.314, 29.475, 4.107], [0.690, 28.748, 6.690], [0.120, 30.379, 7.110], [1.741, 30.190, 6.605], [-0.606, 29.444, 4.629], [-0.434, 31.657, 3.603], [1.026, 32.072, 4.628], [-0.647, 32.018, 5.202], [2.178, 29.696, 4.464], [-1.267, 35.125, -5.637], [-1.364, 35.541, -4.145], [-0.042, 36.016, -3.645], [-2.339, 36.545, -3.843], [-1.955, 34.345, -5.964], [-0.275, 34.720, -5.840], [-1.393, 35.944, -6.344], [-1.637, 34.655, -3.572], [0.003, 37.022, -4.060], [0.799, 35.404, -3.973], [0.005, 36.033, -2.556], [-2.163, 37.307, -4.400], [3.386, 33.012, 2.004], [3.125, 34.421, 2.533], [3.608, 35.610, 1.650], [1.838, 34.460, 2.990], [3.207, 32.191, 2.698], [4.435, 32.913, 1.723], [2.750, 32.838, 1.137], [3.730, 34.761, 3.374], [3.446, 36.555, 2.167], [3.216, 35.677, 0.635], [4.667, 35.412, 1.483], [1.254, 34.317, 2.242], [-4.469, 32.825, 2.995], [-5.309, 33.935, 3.577], [-5.473, 35.125, 2.615], [-6.598, 33.380, 3.671], [-5.006, 32.103, 2.380], [-4.043, 32.337, 3.871], [-3.777, 33.205, 2.243], [-4.897, 34.170, 4.558], [-6.222, 35.806, 3.019], [-5.702, 34.738, 1.621], [-4.495, 35.598, 2.530], [-6.673, 32.513, 4.076], [-1.740, 30.785, -4.871], [-1.792, 29.263, -4.828], [-2.267, 28.610, -6.173], [-0.479, 28.877, -4.534], [-1.519, 31.145, -3.866], [-2.592, 31.355, -5.242], [-0.964, 31.116, -5.560], [-2.447, 28.875, -4.048], [-3.331, 28.699, -6.394], [-2.058, 27.543, -6.250], [-1.825, 29.173, -6.995], [-0.033, 28.817, -5.382], [2.972, 34.215, -1.873], [3.231, 33.312, -3.087], [3.717, 34.033, -4.349], [4.046, 32.294, -2.746], [3.801, 34.887, -1.650], [2.698, 33.789, -0.908], [2.175, 34.906, -2.147], [2.273, 32.890, -3.389], [4.787, 34.194, -4.220], [3.288, 35.032, -4.432], [3.474, 33.349, -5.162], [3.545, 31.499, -2.549], [0.408, 25.851, -2.917], [-0.827, 26.455, -2.179], [-0.920, 25.927, -0.739], [-0.677, 27.844, -1.980], [0.554, 26.316, -3.891], [0.199, 24.781, -2.917], [1.276, 26.126, -2.318], [-1.747, 26.168, -2.687], [0.085, 25.971, -0.319], [-1.357, 24.930, -0.685], [-1.708, 26.364, -0.125], [-0.602, 28.301, -2.821]], "multiplicity": 2, "total_charge": -1, "lumo_energy_ev": [1.93, 1.87]}

***

{"formula": "C5H16O2", "method": "ωB97M-V/def2-TZVPD", "symbols": ["C", "C", "C", "C", "C", "H", "H", "H", "H", "H", "H", "H", "H", "H", "H", "H", "H", "H", "H", "O", "H", "H", "O"], "xyz": [[1.112, 1.792, -2.827], [0.378, 2.177, -1.637], [0.535, 1.340, -0.463], [-0.843, 1.276, 0.244], [0.940, -0.196, -0.906], [1.054, 0.769, -2.939], [2.217, 1.971, -2.615], [0.750, 2.363, -3.608], [-0.680, 2.220, -1.757], [0.735, 3.343, -1.146], [1.372, 1.479, 0.240], [-0.789, 0.594, 1.091], [-1.396, 2.224, 0.447], [-1.642, 0.744, -0.316], [1.983, -0.591, -0.987], [0.490, -0.916, -0.138], [0.459, -0.513, -1.794], [-2.614, -3.674, 0.859], [-3.093, -3.931, 2.250], [-2.379, -3.573, 1.793], [0.418, -2.572, 4.154], [0.881, -3.444, 5.039], [0.112, -2.883, 5.015]], "total_charge": 0, "lumo_energy_ev": 0.68, "de_lowest_kcal_mol": 61.9, "smiles": "CCC(C)C.O.O"}

***

{"formula": "C5H7NO", "method": "ωB97M-V/def2-TZVPD", "symbols": ["O", "C", "C", "C", "N", "C", "C", "H", "H", "H", "H", "H", "H", "H"], "xyz": [[2.730, 0.181, -0.338], [1.645, 0.565, -0.713], [0.358, 0.032, -0.195], [-0.944, -0.537, -0.837], [-1.324, -0.399, 0.616], [-0.647, 0.938, 0.541], [0.077, -0.973, 0.917], [1.526, 1.424, -1.408], [-1.457, 0.118, -1.568], [-1.055, -1.580, -1.054], [-1.218, 1.652, -0.058], [-0.323, 1.376, 1.483], [0.469, -0.752, 1.920], [0.163, -2.045, 0.693]], "total_charge": 0, "lumo_energy_ev": 0.76, "de_lowest_kcal_mol": 85.4}

***

Calculated total energy for every record listed, in sequence, given in eV: -12001.04905 -183846.87013 -129894.24581 -9353.47072 -84330.04082 -9537.14502 -8832.49817.
Max |F| for every record listed, in sequence, given in eV/Å: 2.131 1.479 0.105 2.723 4.159 5.713 1.100.